# 1
Computed, not measured: a cluster of 2 separate species, C6H16NO in total, with wB97M-V/def2-TZVPD.

Relative energy (zero: lowest compared OMol25 entry of this formula, charge and spin) ... 371.2 kJ/mol
DFT total energy ... -10009.4654 eV
Maximum force ... 1.6 eV/Å
Net charge ... +1
LUMO energy ... -0.261 hartree

Positions of all 24 atoms, in Å:
C  0.9007  -1.0509  0.6688
O  1.5986  -0.5061  -0.4623
C  -0.0003  0.0020  1.1585
C  -1.2414  0.3499  0.5595
C  -2.2414  -0.6388  1.2622
C  -1.3360  0.3397  -0.9804
C  -2.6229  0.9534  -1.5027
N  5.0285  0.2413  -0.5545
H  1.6422  -1.3647  1.4045
H  0.3680  -1.9584  0.3788
H  1.4624  0.4512  -0.5013
H  0.3618  0.5572  2.0269
H  -1.5041  1.3559  0.9094
H  -2.2451  -0.4664  2.3245
H  -3.2356  -0.2565  1.0171
H  -2.0779  -1.6629  0.9711
H  -0.4957  0.9159  -1.3817
H  -1.2047  -0.6785  -1.3707
H  -2.7438  1.9885  -1.2117
H  -3.5124  0.4632  -1.1034
H  -2.6113  0.8483  -2.5829
H  6.0245  0.2114  -0.7651
H  4.9747  0.6172  0.3800
H  4.7112  -0.7118  -0.6445

Cartesian forces (eV/Å) of the 2 atoms listed first:
0.8 -0.8 0.0
-0.7 0.2 0.3

=====

# 2
Computed, not measured: a cluster of 2 separate species, C6H16NO in total, with wB97M-V/def2-TZVPD.

Relative energy (zero: lowest compared OMol25 entry of this formula, charge and spin) ... 343.1 kJ/mol
DFT total energy ... -10009.7565 eV
Maximum force ... 1.8 eV/Å
Net charge ... +1
LUMO energy ... -0.257 hartree

Positions of all 24 atoms, in Å:
C  1.0875  0.6260  -1.2672
O  1.5529  -0.4666  -0.5197
C  -0.3102  0.9347  -1.2273
C  -1.2257  0.7224  -0.1488
C  -0.5576  0.9820  1.2281
C  -1.9828  -0.6506  -0.2375
C  -3.2102  -0.6402  0.6510
N  4.7365  -0.8983  0.3781
H  1.3357  0.4195  -2.3237
H  1.6957  1.5090  -1.0034
H  0.8229  -0.9565  -0.1125
H  -0.7007  1.5122  -2.0608
H  -2.0313  1.4497  -0.2821
H  -0.0969  1.9702  1.2126
H  -1.2946  0.9584  2.0250
H  0.2285  0.2631  1.4488
H  -2.2539  -0.8741  -1.2683
H  -1.2798  -1.4294  0.0776
H  -3.9017  0.1194  0.2835
H  -2.9764  -0.4312  1.6891
H  -3.7039  -1.6039  0.5603
H  3.7428  -0.9788  0.2352
H  5.2585  -1.0551  -0.4702
H  5.0649  -1.4818  1.1322

Cartesian forces (eV/Å) of the 2 atoms listed first:
0.5 -1.7 -0.4
-0.3 0.2 0.4

=====

Which of these has the lowest LUMO energy?
number 1

=====

What is the maximum force in the first record?
1.6 eV/Å

=====

Which of these has the lowest DFT total energy?
number 2